Entry 1:
{
  "formula": "C20H40O35S8",
  "method": "ωB97M-V with the def2-TZVPD basis set",
  "symbols": ["C", "C", "O", "C", "O", "O", "C", "H", "H", "H", "H", "H", "H", "H", "H", "C", "C", "O", "S", "O", "O", "O", "H", "H", "H", "H", "C", "C", "O", "S", "O", "O", "O", "H", "H", "H", "H", "C", "C", "O", "S", "O", "O", "O", "H", "H", "H", "H", "C", "C", "O", "S", "O", "O", "O", "H", "H", "H", "H", "C", "C", "O", "S", "O", "O", "O", "H", "H", "H", "H", "C", "C", "O", "S", "O", "O", "O", "H", "H", "H", "H", "C", "C", "O", "S", "O", "O", "O", "H", "H", "H", "H", "C", "C", "O", "S", "O", "O", "O", "H", "H", "H", "H"],
  "xyz": [[4.647, 6.641, 1.154], [4.675, 6.242, -0.282], [4.914, 4.846, -0.238], [4.180, 3.963, -0.972], [3.361, 4.329, -1.863], [4.526, 2.740, -0.542], [3.745, 1.601, -0.950], [3.815, 6.201, 1.703], [4.327, 7.677, 1.260], [5.522, 6.517, 1.792], [5.503, 6.689, -0.832], [3.703, 6.361, -0.760], [2.728, 1.852, -1.252], [3.749, 0.915, -0.103], [4.229, 1.077, -1.774], [2.092, -1.566, -2.854], [0.710, -1.774, -3.532], [1.003, -1.243, -4.796], [2.503, -1.677, -5.366], [3.062, -0.636, -6.240], [2.421, -3.072, -5.764], [3.016, -1.454, -3.867], [2.222, -2.327, -2.084], [2.110, -0.594, -2.360], [-0.169, -1.278, -3.120], [0.351, -2.798, -3.631], [-7.021, -2.767, -2.740], [-6.844, -1.219, -2.699], [-5.449, -0.974, -2.683], [-4.579, -2.365, -2.986], [-3.286, -2.505, -2.336], [-4.546, -2.570, -4.422], [-5.800, -3.307, -2.373], [-7.051, -3.094, -3.780], [-7.753, -3.339, -2.170], [-7.090, -0.679, -1.785], [-7.107, -0.730, -3.637], [-0.658, 3.799, -1.839], [-0.123, 3.390, -3.119], [-1.117, 2.765, -3.831], [-2.611, 3.395, -3.523], [-3.705, 2.413, -3.364], [-2.879, 4.492, -4.485], [-2.029, 4.090, -2.062], [0.005, 4.529, -1.375], [-0.694, 3.011, -1.087], [0.749, 2.736, -3.114], [0.173, 4.315, -3.614], [2.154, -6.978, -0.621], [2.857, -5.958, 0.349], [2.267, -4.742, 0.076], [0.696, -4.942, -0.134], [0.113, -3.916, -1.029], [0.138, -5.171, 1.173], [0.869, -6.475, -0.806], [2.125, -7.981, -0.196], [2.613, -7.200, -1.585], [3.930, -5.909, 0.163], [2.695, -6.324, 1.362], [1.691, 4.086, 1.657], [1.678, 2.906, 2.543], [0.364, 2.834, 3.013], [-0.688, 3.966, 2.475], [-0.825, 4.997, 3.469], [-1.915, 3.342, 1.962], [0.302, 4.409, 1.287], [2.048, 3.840, 0.657], [2.123, 5.040, 1.959], [2.242, 3.075, 3.460], [2.016, 1.957, 2.126], [2.111, -2.852, 3.164], [1.633, -1.883, 2.097], [1.668, -0.545, 2.554], [1.732, -0.516, 4.221], [0.425, -0.438, 4.847], [2.641, 0.522, 4.633], [2.547, -1.965, 4.226], [2.993, -3.388, 2.813], [1.350, -3.570, 3.472], [0.580, -2.065, 1.881], [2.133, -2.016, 1.137], [-2.313, -2.134, 5.525], [-2.037, -1.575, 4.191], [-3.085, -1.965, 3.376], [-4.417, -2.291, 4.174], [-4.734, -3.750, 3.982], [-5.573, -1.371, 3.999], [-3.694, -2.012, 5.635], [-1.793, -1.800, 6.423], [-2.056, -3.193, 5.510], [-1.153, -2.054, 3.770], [-1.975, -0.492, 4.296], [-2.769, 0.697, -0.382], [-2.515, -0.079, 0.964], [-1.178, 0.063, 1.217], [-0.338, -0.031, -0.168], [-0.012, -1.391, -0.497], [0.781, 0.888, -0.275], [-1.587, 0.520, -1.128], [-3.181, 1.701, -0.278], [-3.398, 0.181, -1.108], [-2.770, -1.138, 0.914], [-3.043, 0.465, 1.748]],
  "mulliken_charge": [-0.92, -0.22, -0.34, 0.78, -0.62, -0.38, -0.29, 0.18, 0.39, 0.33, 0.33, 0.29, -0.03, 0.24, 0.46, 0.82, 0.05, -0.36, 1.07, -0.52, -0.54, -0.36, -0.06, -0.29, 0.09, 0.06, -0.42, -0.26, -0.23, 1.05, -0.33, -0.61, -0.37, 0.33, 0.30, 0.25, 0.28, 0.76, -0.24, -0.32, 1.04, -0.41, -0.60, -0.45, 0.30, -0.62, 0.20, 0.37, -0.40, -0.48, -0.21, 0.97, -0.23, -0.61, -0.36, 0.31, 0.28, 0.37, 0.31, 0.54, 0.17, -0.26, 1.02, -0.58, -0.51, -0.33, -0.36, -0.05, 0.38, -0.08, -0.15, -0.06, -0.07, 1.13, -0.57, -0.60, -0.50, 0.24, 0.30, 0.06, 0.23, -0.31, 0.18, -0.09, 1.04, -0.56, -0.56, -0.37, 0.37, 0.34, -0.30, 0.22, -0.03, -0.37, 0.44, -0.51, -0.08, -0.11, -0.25, 0.29, -0.19, 0.34, 0.44],
  "e_above_lowest_kcal_mol": 7.2,
  "total_charge": 0,
  "e_tot_ha": -6604.598319
}

Entry 2:
{
  "formula": "C20H40O44PS10",
  "method": "ωB97M-V with the def2-TZVPD basis set",
  "symbols": ["P", "O", "O", "O", "O", "C", "C", "O", "S", "O", "O", "O", "H", "H", "H", "H", "C", "C", "O", "S", "O", "O", "O", "H", "H", "H", "H", "C", "C", "O", "S", "O", "O", "O", "H", "H", "H", "H", "C", "C", "O", "S", "O", "O", "O", "H", "H", "H", "H", "C", "C", "O", "S", "O", "O", "O", "H", "H", "H", "H", "C", "C", "O", "S", "O", "O", "O", "H", "H", "H", "H", "C", "C", "O", "S", "O", "O", "O", "H", "H", "H", "H", "C", "C", "O", "S", "O", "O", "O", "H", "H", "H", "H", "C", "C", "O", "S", "O", "O", "O", "H", "H", "H", "H", "C", "C", "O", "S", "O", "O", "O", "H", "H", "H", "H"],
  "xyz": [[0.053, 0.025, -0.072], [-0.294, 0.807, -1.322], [1.252, -0.880, -0.386], [-1.213, -0.847, 0.313], [0.538, 1.081, 1.045], [3.069, 1.202, -1.318], [2.142, 0.940, -2.556], [3.094, 0.823, -3.619], [4.203, 2.101, -3.400], [3.568, 3.411, -3.742], [5.552, 1.789, -3.827], [4.215, 1.827, -1.743], [3.362, 0.409, -0.630], [2.405, 1.822, -0.716], [1.390, 1.706, -2.743], [1.592, 0.002, -2.633], [-1.133, 3.954, -0.762], [0.175, 4.335, -1.533], [0.468, 5.720, -1.251], [-0.631, 6.436, -0.210], [-1.656, 7.063, -1.094], [-0.022, 7.199, 0.931], [-1.066, 4.889, 0.335], [-1.099, 2.951, -0.338], [-2.080, 4.034, -1.296], [0.140, 4.025, -2.577], [0.871, 3.651, -1.047], [3.340, -2.440, -2.137], [3.313, -3.062, -0.715], [4.463, -3.796, -0.607], [4.827, -4.626, -2.094], [3.984, -5.860, -2.130], [6.293, -4.694, -2.227], [4.187, -3.319, -2.909], [3.681, -1.405, -2.175], [2.288, -2.396, -2.417], [2.448, -3.684, -0.485], [3.350, -2.213, -0.032], [-1.948, 1.331, -3.625], [-2.825, 0.902, -2.448], [-4.132, 1.405, -2.692], [-4.054, 2.608, -3.884], [-3.848, 3.900, -3.171], [-5.124, 2.689, -4.954], [-2.671, 2.126, -4.496], [-1.526, 0.480, -4.159], [-1.152, 1.997, -3.292], [-2.565, 1.482, -1.562], [-2.770, -0.078, -1.975], [-4.498, -2.250, 1.032], [-4.091, -2.284, -0.467], [-4.520, -3.551, -0.906], [-4.550, -4.711, 0.335], [-3.234, -5.034, 0.775], [-5.548, -5.773, 0.150], [-5.042, -3.515, 1.323], [-5.151, -1.436, 1.348], [-3.548, -2.086, 1.540], [-3.044, -2.006, -0.593], [-4.759, -1.628, -1.026], [-0.214, -2.060, -3.005], [-0.303, -3.298, -2.093], [-0.253, -4.274, -3.036], [-1.299, -3.869, -4.311], [-2.653, -4.167, -4.024], [-0.779, -4.373, -5.581], [-1.100, -2.209, -4.103], [0.752, -1.856, -3.465], [-0.576, -1.293, -2.320], [-1.271, -3.374, -1.597], [0.588, -3.254, -1.466], [-2.783, 1.591, 1.786], [-2.064, 0.738, 2.924], [-2.948, 0.744, 4.006], [-4.501, 1.137, 3.631], [-4.917, 2.331, 4.356], [-5.345, -0.059, 3.644], [-4.128, 1.491, 2.039], [-2.670, 0.898, 0.953], [-2.474, 2.627, 1.644], [-1.034, 1.082, 3.015], [-2.098, -0.284, 2.548], [-0.094, -3.476, 1.223], [-0.625, -2.970, 2.603], [-0.355, -3.993, 3.510], [0.157, -5.413, 2.770], [-0.935, -6.319, 2.635], [1.397, -5.847, 3.455], [0.475, -4.725, 1.300], [0.509, -2.764, 0.660], [-0.926, -3.677, 0.548], [-1.692, -2.747, 2.617], [-0.222, -2.014, 2.939], [0.627, 3.586, 3.254], [1.475, 4.088, 2.111], [2.452, 4.783, 2.715], [2.087, 5.575, 4.069], [1.587, 6.912, 3.750], [3.226, 5.524, 4.974], [0.853, 4.419, 4.390], [0.627, 2.519, 3.475], [-0.351, 3.791, 2.819], [0.905, 4.813, 1.531], [1.789, 3.249, 1.490], [2.796, 0.773, 2.990], [2.583, -0.603, 2.728], [3.753, -1.339, 3.031], [5.097, -0.428, 3.164], [5.808, -0.393, 1.949], [5.842, -0.888, 4.372], [4.174, 0.913, 3.379], [2.037, 1.142, 3.680], [2.532, 1.356, 2.107], [2.223, -0.695, 1.703], [1.793, -0.969, 3.384]],
  "mulliken_charge": [-1.55, -0.23, 0.75, -0.85, -0.08, 1.30, 0.70, -0.52, 1.07, -0.57, -0.60, -0.55, -0.05, -0.45, 0.22, -0.68, 0.93, 0.46, -0.40, 1.02, -0.62, -0.48, -0.37, -0.86, 0.08, 0.46, -0.30, 0.84, 0.33, -0.53, 1.05, -0.55, -0.55, -0.46, 0.04, -0.60, 0.33, -0.31, 0.87, 1.62, -0.47, 1.06, -0.54, -0.62, -0.43, -0.03, -0.34, -0.51, -0.64, 0.52, 1.09, -0.45, 0.97, -0.33, -0.64, -0.43, 0.39, -0.62, -0.96, 0.37, 0.09, 1.52, -0.51, 1.13, -0.55, -0.62, -0.40, 0.54, -0.53, -0.12, -0.86, 0.86, 1.42, -0.59, 1.09, -0.60, -0.55, -0.39, -0.54, 0.09, -0.83, -0.06, 1.20, 1.29, -0.48, 1.10, -0.55, -0.61, -0.37, -0.50, -0.47, -0.27, -0.37, 0.69, 1.62, -0.43, 1.07, -0.53, -0.56, -0.54, -0.28, 0.10, -0.32, -0.64, 0.64, 1.06, -0.39, 0.99, -0.50, -0.62, -0.46, 0.22, -0.49, -0.48, -0.03],
  "total_charge": -3,
  "e_tot_ha": -8419.634153
}

Entry 3:
{
  "formula": "C20H41AlBrFI",
  "method": "ωB97M-V with the def2-TZVPD basis set",
  "symbols": ["C", "C", "C", "C", "C", "C", "C", "C", "C", "C", "C", "C", "Al", "C", "C", "F", "C", "C", "C", "Br", "C", "I", "C", "C", "H", "H", "H", "H", "H", "H", "H", "H", "H", "H", "H", "H", "H", "H", "H", "H", "H", "H", "H", "H", "H", "H", "H", "H", "H", "H", "H", "H", "H", "H", "H", "H", "H", "H", "H", "H", "H", "H", "H", "H", "H"],
  "xyz": [[2.085, 2.063, 3.178], [3.602, 2.382, 2.556], [3.507, 2.930, 1.014], [3.593, 1.775, -0.145], [3.508, 0.231, 0.401], [3.270, -0.720, -0.942], [3.292, -2.343, -0.595], [2.745, -3.204, -1.876], [1.119, -3.333, -1.997], [0.259, -2.485, -0.892], [-1.356, -2.785, -0.887], [-2.309, -1.464, -1.060], [-1.779, 0.157, 0.078], [-0.415, -0.239, 1.567], [-0.740, -1.572, 2.464], [-0.781, -1.109, 3.898], [-1.032, 1.747, -0.997], [-1.236, 1.638, -2.620], [-2.810, 1.648, -3.117], [-0.155, 0.128, -3.465], [-3.474, 0.895, 1.059], [-3.146, 2.869, 1.971], [-4.838, 0.791, 0.154], [-6.096, 0.645, 1.247], [1.999, 0.982, 3.625], [1.887, 2.819, 4.077], [1.235, 2.310, 2.379], [4.363, 1.510, 2.730], [4.001, 3.298, 3.209], [2.477, 3.508, 0.876], [4.348, 3.758, 0.877], [4.567, 1.952, -0.774], [2.636, 1.931, -0.841], [2.728, 0.044, 1.253], [4.587, -0.036, 0.828], [2.360, -0.387, -1.597], [4.238, -0.538, -1.617], [2.808, -2.614, 0.436], [4.450, -2.614, -0.486], [3.141, -2.641, -2.850], [3.200, -4.301, -1.946], [0.732, -4.463, -2.006], [0.825, -2.893, -3.067], [0.503, -1.344, -0.977], [0.654, -2.824, 0.183], [-1.639, -3.554, -1.752], [-1.651, -3.305, 0.121], [-3.397, -1.789, -0.692], [-2.442, -1.235, -2.218], [0.619, -0.457, 1.012], [-0.252, 0.707, 2.237], [-1.692, -2.171, 2.143], [0.168, -2.346, 2.429], [-1.571, 2.755, -0.661], [0.109, 1.883, -0.708], [-0.752, 2.628, -3.081], [-3.309, 0.591, -3.170], [-2.814, 2.125, -4.208], [-3.443, 2.407, -2.448], [-3.626, 0.140, 1.972], [-4.893, -0.170, -0.512], [-4.943, 1.803, -0.444], [-5.699, 1.162, 2.247], [-7.064, 1.207, 0.905], [-6.261, -0.486, 1.526]],
  "nbo_charge": [-0.64, -0.42, -0.41, -0.42, -0.42, -0.42, -0.42, -0.41, -0.42, -0.43, -0.41, -1.05, 1.84, -1.09, 0.05, -0.43, -1.07, -0.20, -0.66, -0.08, -0.91, 0.01, -0.45, -0.65, 0.23, 0.20, 0.23, 0.21, 0.20, 0.21, 0.20, 0.20, 0.22, 0.23, 0.19, 0.23, 0.19, 0.22, 0.20, 0.20, 0.20, 0.20, 0.20, 0.23, 0.19, 0.19, 0.19, 0.20, 0.22, 0.21, 0.25, 0.17, 0.15, 0.23, 0.21, 0.20, 0.23, 0.20, 0.23, 0.21, 0.22, 0.21, 0.21, 0.20, 0.20],
  "total_charge": -1,
  "e_tot_ha": -4000.412285
}

Entry 4:
{
  "formula": "C20H41Br3N2O5P",
  "method": "ωB97M-V with the def2-TZVPD basis set",
  "symbols": ["C", "C", "C", "C", "O", "C", "C", "C", "C", "C", "C", "C", "C", "O", "C", "C", "P", "N", "N", "C", "C", "O", "O", "C", "C", "C", "O", "H", "H", "H", "H", "H", "H", "H", "H", "H", "H", "H", "H", "H", "H", "H", "H", "H", "H", "H", "H", "H", "H", "H", "H", "H", "H", "H", "H", "H", "H", "H", "H", "H", "H", "H", "H", "H", "H", "H", "H", "C", "Br", "Br", "Br", "H"],
  "xyz": [[1.150, 4.225, 0.636], [0.425, 2.894, 0.410], [1.033, 1.802, 1.300], [0.960, 0.393, 0.683], [-0.221, 0.169, -0.052], [-1.395, 0.143, 0.729], [-2.561, -0.016, -0.232], [-2.559, 1.094, -1.303], [-2.447, 0.562, -2.724], [-1.043, 0.045, -3.058], [-0.682, 0.184, -4.548], [0.551, 1.060, -4.796], [1.761, 0.640, -4.000], [2.688, 1.718, -3.935], [3.515, 1.626, -2.804], [-1.279, -1.032, 1.693], [-2.790, -1.426, 2.716], [-2.995, -2.975, 2.875], [-0.047, -0.897, 2.562], [0.057, -2.040, 3.516], [-0.342, -1.745, 4.962], [-0.741, -2.672, 5.676], [-0.279, -0.464, 5.416], [1.181, -0.723, 1.705], [2.415, -0.471, 2.547], [3.705, -0.359, 1.704], [4.751, -1.143, 2.226], [2.026, 4.258, 0.000], [1.449, 4.328, 1.672], [0.509, 5.058, 0.381], [-0.620, 3.014, 0.662], [0.508, 2.600, -0.629], [2.078, 2.041, 1.456], [0.529, 1.838, 2.266], [1.759, 0.342, -0.043], [-1.544, 1.077, 1.281], [-2.528, -0.994, -0.699], [-3.497, 0.074, 0.297], [-1.757, 1.801, -1.135], [-3.485, 1.652, -1.225], [-2.665, 1.391, -3.393], [-3.204, -0.193, -2.918], [-0.997, -1.001, -2.776], [-0.349, 0.632, -2.474], [-0.511, -0.789, -4.997], [-1.516, 0.642, -5.065], [0.311, 2.098, -4.597], [0.812, 0.970, -5.844], [1.513, 0.336, -2.984], [2.264, -0.198, -4.481], [2.938, 1.846, -1.899], [4.333, 2.326, -2.896], [3.923, 0.619, -2.712], [-1.105, -1.914, 1.084], [-3.878, -0.839, 2.066], [-2.625, -0.726, 3.931], [-2.969, -3.221, 3.859], [-0.155, -0.020, 3.074], [1.062, -2.436, 3.554], [-0.588, -2.847, 3.191], [0.428, 0.054, 5.018], [1.308, -1.666, 1.181], [2.617, -1.273, 3.247], [2.327, 0.432, 3.145], [4.038, 0.668, 1.666], [3.524, -0.665, 0.673], [4.510, -2.062, 2.114], [-3.137, -4.095, -1.809], [-1.360, -3.789, -1.110], [-4.494, -3.542, -0.565], [-3.357, -3.261, -3.526], [-3.239, -5.161, -1.948]],
  "mulliken_charge": [-1.58, -0.07, -1.20, 0.40, -0.28, 0.78, -0.43, -1.17, -1.23, 1.81, -1.07, -0.75, 0.38, -0.42, -0.42, -0.71, 0.11, -0.66, 0.38, -0.69, 0.55, -0.51, -0.46, -0.16, -0.61, -0.86, -0.58, 0.34, 0.37, 0.44, 0.45, -0.06, 0.68, 0.14, 0.22, 0.10, -0.36, 0.57, 0.10, 0.62, 0.63, 0.19, -0.01, -1.06, 0.43, 0.43, 0.28, 0.43, -0.37, 0.31, -0.08, 0.36, 0.33, 0.20, 0.14, 0.12, 0.29, 0.64, 0.59, 0.37, 0.34, 0.10, 0.60, 0.45, 0.35, 0.36, 0.36, -0.34, 0.00, -0.01, 0.01, 0.38],
  "total_charge": 1,
  "e_tot_ha": -9335.424415
}

- Number 4 is which compound?
  C20H41Br3N2O5P